Formula: C9H22Cl2HfO3P2
Source: OMol25
Level of theory: wB97M-V/def2-TZVPD

Output
- Net charge: +2
- Energy relative to the best compared isomer or geometry (same formula, charge and spin): 54.92 kcal/mol

Each line ends with the natural charge from an NBO analysis.
Cartesian coordinates (Å):
Hf (0.04442, -0.15868, -0.43511)  1.82
H (-1.15416, -1.01700, 0.60933)  0.07
H (-1.54590, -0.19932, 0.48268)  0.10
P (0.00502, -2.69913, -0.80740)  0.72
P (-0.00187, 2.29931, -0.87164)  0.78
C (1.45223, 3.13097, -0.14911)  -0.92
H (1.38919, 4.19891, -0.41827)  0.28
H (1.39572, 2.95917, 0.94235)  0.29
H (2.36137, 2.64273, -0.54412)  0.25
C (0.03404, 2.55026, -2.67281)  -0.93
H (-0.84174, 2.03333, -3.09967)  0.27
H (0.00810, 3.63959, -2.82762)  0.28
H (0.95562, 2.09147, -3.07130)  0.25
C (-1.50298, 3.08836, -0.19747)  -0.91
H (-1.48049, 2.95539, 0.90223)  0.28
H (-1.46289, 4.15254, -0.49402)  0.28
H (-2.37929, 2.56270, -0.62231)  0.27
C (0.21071, -3.04589, -2.60615)  -0.90
H (0.16516, -4.12843, -2.79959)  0.28
H (-0.58353, -2.52137, -3.15557)  0.27
H (1.17834, -2.64393, -2.94007)  0.25
C (1.32588, -3.68032, -0.00046)  -0.91
H (1.20743, -3.56171, 1.08971)  0.27
H (1.25719, -4.74099, -0.30392)  0.29
H (2.29575, -3.24729, -0.29518)  0.25
C (-1.56323, -3.56270, -0.37026)  -0.90
H (-2.39009, -3.04146, -0.88226)  0.27
H (-1.51463, -4.62382, -0.67897)  0.28
H (-1.70219, -3.46082, 0.72042)  0.26
C (1.88000, -0.32096, 0.92749)  0.42
O (2.72024, -0.31314, 1.74120)  -0.29
H (-1.43454, -0.25537, -1.64115)  -0.42
Cl (1.13681, 1.21964, 5.10195)  0.08
C (-0.13919, 1.65751, 3.99031)  -0.33
Cl (-0.06985, 3.36111, 3.39370)  0.00
C (-0.06721, 0.58673, 2.82835)  0.78
O (-0.40782, -0.57123, 3.00407)  -0.58
O (0.33666, 1.11090, 1.68112)  -0.81
H (-1.11829, 1.55293, 4.46953)  0.26



Formula: C19H17AlN7S3Se
Source: OMol25
Level of theory: wB97M-V/def2-TZVPD

Output
- Net charge: +1

Each line ends with the natural charge from an NBO analysis.
Cartesian coordinates (Å):
Al (-1.02372, -0.94919, -0.75287)  1.52
C (-1.55522, -4.73817, -4.40154)  -0.75
S (-3.01784, -4.28584, -3.44620)  0.41
C (-2.40950, -3.13347, -2.32256)  -0.06
S (-0.74485, -2.62314, -2.31608)  -0.26
N (-3.31654, -2.68307, -1.48837)  -0.36
N (-2.82534, -1.81254, -0.59514)  -0.36
C (-3.56136, -1.32585, 0.33171)  0.10
C (-2.85423, -0.51822, 1.31537)  0.18
C (-3.48660, 0.17364, 2.32830)  -0.19
C (-2.71918, 0.88359, 3.23976)  -0.10
C (-1.34125, 0.85766, 3.12206)  -0.22
C (-0.77586, 0.17266, 2.06274)  0.09
N (-1.50612, -0.49647, 1.16912)  -0.59
H (-1.89765, -5.45713, -5.14184)  0.25
H (-0.81429, -5.20150, -3.75518)  0.24
H (-1.13483, -3.86707, -4.89646)  0.24
H (-4.62308, -1.53634, 0.39099)  0.23
H (-4.56573, 0.15509, 2.39490)  0.25
H (-3.19015, 1.45432, 4.02855)  0.24
H (-0.70665, 1.37756, 3.82513)  0.24
H (0.29777, 0.14361, 1.92341)  0.22
C (2.43298, 3.86512, -0.79111)  -0.66
C (1.05792, 3.51708, -0.31714)  0.28
C (0.47863, 4.12368, 0.79589)  -0.31
C (-0.79973, 3.73381, 1.12624)  0.08
N (-1.47725, 2.81286, 0.43810)  -0.48
C (-0.85389, 2.27578, -0.60268)  0.29
S (-1.75542, 1.09036, -1.57214)  -0.30
N (0.38007, 2.59566, -0.99964)  -0.52
H (2.51992, 4.94230, -0.93561)  0.24
H (2.65538, 3.35980, -1.72724)  0.24
H (3.17800, 3.57504, -0.04725)  0.23
H (1.01139, 4.86550, 1.37498)  0.24
H (-1.32110, 4.16547, 1.97449)  0.20
Se (1.40773, 0.19138, -2.30271)  1.29
N (0.90325, -0.61463, -0.77272)  -0.94
C (2.01877, -0.83134, -0.04179)  0.21
C (2.08477, -1.50966, 1.19205)  -0.27
C (3.30352, -1.63488, 1.80065)  -0.15
C (4.48392, -1.10034, 1.22651)  -0.21
C (4.45539, -0.46738, 0.01864)  -0.16
C (3.21662, -0.34885, -0.65201)  0.06
N (3.06108, 0.18064, -1.87738)  -0.61
H (1.19160, -1.93820, 1.62972)  0.23
H (3.37072, -2.16681, 2.74048)  0.23
H (5.42384, -1.21227, 1.74941)  0.24
H (5.34414, -0.06030, -0.44351)  0.24



| no. | calculated total energy (hartree) |
| --- | --- |
| 1 | -2232.22064 |
| 2 | -4955.88129 |